(1)
83
Properties=species:S:1:pos:R:3:forces:R:3 method="wB97M-V/def2-TZVPD" total_charge=+3 mol_weight_g_mol=683.01 e_above_lowest_kcal_mol=9.1 spin_multiplicity=1 homo_energy_ev=-15.9
Sc 0.6385 0.7968 0.0151 -0.43 -0.09 0.75
C -1.9695 -2.8056 1.6148 -0.01 0.04 -0.03
C -0.8839 -1.8004 1.9241 -0.03 0.01 -0.01
C 0.4152 -2.0285 1.4506 0.00 0.02 -0.08
C 0.7711 -3.3107 0.7409 -0.01 0.01 0.02
C 1.4432 -1.1142 1.7512 0.32 -0.02 0.20
C 2.8576 -1.3988 1.2787 -0.05 -0.01 -0.03
C 1.2065 -0.0663 2.6670 0.13 -0.20 0.08
C 2.3651 0.5636 3.4055 -0.03 0.11 -0.08
C -0.1053 0.1789 3.1096 0.02 0.10 0.01
C -0.3733 1.2626 4.1211 -0.01 -0.02 -0.02
C -1.1494 -0.6757 2.7278 -0.03 -0.02 -0.01
C -2.5149 -0.4144 3.3083 0.00 0.00 -0.02
H -1.9802 -3.6051 2.3594 0.00 -0.01 0.00
H -1.8179 -3.2667 0.6404 0.00 0.01 -0.01
H -2.9622 -2.3638 1.6122 0.00 -0.01 0.00
H 0.9093 -3.1596 -0.3313 -0.01 -0.01 0.00
H 0.0147 -4.0748 0.8842 0.00 0.00 0.00
H 1.7004 -3.7172 1.1380 0.01 0.01 -0.01
H 3.4143 -1.9668 2.0280 0.01 0.00 0.00
H 3.4213 -0.4825 1.0926 0.00 -0.01 0.00
H 2.8597 -1.9807 0.3607 0.01 0.00 0.00
H 2.3216 1.6483 3.4558 -0.02 0.00 0.03
H 3.3312 0.2840 2.9988 0.00 0.01 -0.01
H 2.3359 0.1994 4.4351 0.01 0.00 0.00
H -0.5052 0.8280 5.1157 0.00 0.00 0.00
H -1.2894 1.8092 3.8991 0.00 0.00 0.01
H 0.4376 1.9809 4.1881 0.00 0.00 0.01
H -2.8275 0.6180 3.1435 0.00 0.00 0.00
H -2.4956 -0.5646 4.3902 0.00 0.02 0.00
H -3.2896 -1.0613 2.9128 0.00 0.00 0.01
N 4.3646 -0.8276 -2.4129 -0.08 -0.09 0.04
C 3.6375 -1.5353 -3.2791 0.14 0.00 0.13
N 4.2250 -2.1549 -4.2912 0.02 -0.01 -0.02
N 2.3090 -1.6814 -3.1647 -0.11 -0.04 -0.13
C 1.6295 -1.2209 -2.1958 0.01 -0.08 0.06
N 0.9113 -0.8608 -1.3413 -0.06 0.09 -0.12
H 5.3439 -0.6574 -2.5766 0.01 -0.02 -0.01
H 3.8937 -0.1984 -1.7786 0.02 0.10 -0.05
H 5.2170 -2.1024 -4.4518 0.00 0.01 -0.01
H 3.6687 -2.7194 -4.9109 -0.01 0.00 0.01
Br -5.1658 -0.7277 -0.0788 -0.02 -0.01 0.04
C -3.9193 0.6837 -0.1109 -0.04 0.01 -0.03
C -4.3094 1.9749 -0.4159 0.02 0.02 -0.01
C -3.3215 2.9466 -0.4862 -0.02 0.00 0.04
C -2.0111 2.5927 -0.2401 -0.02 0.00 -0.01
N -1.6410 1.3438 0.0992 0.18 -0.01 -0.27
C -2.5915 0.4045 0.1463 0.04 0.00 0.07
H -5.3476 2.2154 -0.6036 0.00 0.00 -0.01
H -3.5650 3.9683 -0.7405 0.00 0.00 0.01
H -1.2241 3.3264 -0.3284 0.00 -0.01 -0.04
H -2.2846 -0.5989 0.3931 0.00 0.00 -0.07
Cl 3.7094 2.1501 -3.7104 -0.05 0.06 0.00
C 2.2084 2.8142 -3.0547 0.09 0.03 -0.05
C 1.7051 2.0532 -1.8654 -0.24 0.05 0.07
O 2.4522 1.3843 -1.0994 -0.05 -0.04 0.09
O 0.4549 2.0974 -1.5997 0.38 0.10 -0.22
H 1.4446 2.8181 -3.8272 0.00 0.01 0.00
H 2.3939 3.8438 -2.7442 -0.03 0.01 -0.01
C 2.1035 5.0972 2.3104 0.00 0.01 0.01
C 3.0263 4.1899 1.8126 0.00 -0.01 0.03
C 2.5734 2.9921 1.2972 -0.01 0.07 0.00
N 1.2709 2.6530 1.2617 0.12 0.02 -0.31
C 0.3937 3.5237 1.7875 -0.01 -0.12 0.18
C 0.7618 4.7462 2.3118 0.00 0.00 0.01
H 2.4238 6.0542 2.7004 0.01 -0.01 0.03
H 4.0864 4.3999 1.8262 0.00 0.01 -0.03
H 3.2748 2.2747 0.8965 0.00 0.01 -0.03
H -0.6392 3.2073 1.8225 -0.01 0.02 -0.04
H 0.0078 5.4046 2.7192 0.00 0.00 -0.01
N -3.8805 -4.2010 -3.7814 0.02 0.02 0.00
C -3.2951 -2.8036 -3.8189 0.03 0.05 0.02
C -2.5352 -2.4699 -2.5313 -0.03 0.07 -0.05
N -2.0977 -1.0836 -2.4786 -0.19 -0.18 -0.17
H -4.4128 -4.4072 -4.6312 0.01 0.01 0.00
H -4.5170 -4.3150 -2.9884 0.00 0.00 0.00
H -3.1532 -4.9151 -3.6965 0.00 0.00 -0.01
H -4.1325 -2.1216 -3.9581 -0.03 -0.04 -0.01
H -2.6517 -2.7508 -4.6953 -0.02 -0.04 -0.02
H -1.6570 -3.1127 -2.4329 -0.02 -0.03 0.03
H -3.1872 -2.6591 -1.6723 0.02 -0.02 0.01
H -2.8679 -0.4540 -2.6794 0.02 0.04 0.05
H -1.3626 -0.8936 -3.1496 0.03 -0.01 0.03



(2)
18
Properties=species:S:1:pos:R:3:forces:R:3 method="wB97M-V/def2-TZVPD" mol_weight_g_mol=108.09 e_above_lowest_kcal_mol=27.0 spin_multiplicity=1 homo_energy_ev=-10.9
O 4.8957 3.8563 -26.3537 0.44 0.08 -0.21
H 4.5786 4.2213 -27.1798 0.03 0.18 -0.22
H 4.1010 3.6500 -25.8617 -0.30 -0.36 0.32
O 6.7959 1.2132 -27.2411 0.04 -0.23 -0.25
H 7.4851 1.0253 -26.6039 0.16 -0.06 0.12
H 6.2794 1.9106 -26.8373 -0.30 0.44 0.16
O 3.6227 1.7778 -25.0284 0.06 0.39 0.48
H 3.7538 1.1464 -25.7358 0.06 -0.37 -0.52
H 2.9487 1.3824 -24.4756 -0.39 -0.05 0.11
O 3.2141 0.1740 -27.4411 0.10 0.03 0.18
H 3.0763 0.8489 -28.1057 0.05 0.23 -0.18
H 2.6559 -0.5527 -27.7177 -0.11 -0.24 0.03
O 0.3625 0.8061 -23.3091 0.16 0.15 -0.21
H -0.4861 0.3778 -23.1968 -0.24 -0.07 -0.01
H 0.9474 0.3406 -22.7112 0.14 -0.09 0.23
O 4.2109 3.4978 -22.7322 -0.13 0.14 0.38
H 4.8794 4.1660 -22.8839 0.15 0.17 0.00
H 4.2379 2.9491 -23.5160 0.05 -0.32 -0.41



(3)
51
Properties=species:S:1:pos:R:3:forces:R:3 method="wB97M-V/def2-TZVPD" mol_weight_g_mol=335.42 spin_multiplicity=2 homo_energy_ev="-7.2 / -8.8"
C -3.3826 -1.1761 1.5324 -0.50 -0.06 -0.01
C -2.2232 -1.1326 2.4463 -0.02 0.81 -0.04
C -1.0571 -1.8542 2.0739 -1.13 0.05 -1.67
C 0.2981 -1.3903 2.6173 0.03 0.12 -0.24
C 1.0294 -2.6379 3.0066 1.00 -1.06 0.00
C 2.3869 -2.4211 3.7026 -0.25 -0.32 -0.53
C 2.0077 -2.2685 5.1783 -0.15 0.50 0.12
C 0.6102 -2.8824 5.3545 -0.13 -0.02 -0.24
N 0.2704 -3.3494 4.0060 -1.92 -0.33 0.85
C -1.0961 -3.5873 3.7394 1.29 0.18 0.37
O -1.9374 -3.5837 4.6140 0.42 0.04 -0.21
C -1.3545 -3.6611 2.2261 1.95 -1.55 2.75
N -0.1636 -4.1721 1.5554 0.39 0.55 -0.41
C 1.0544 -3.5530 1.7930 -0.29 -0.45 0.44
O 2.0531 -3.7639 1.1464 0.46 0.11 -0.27
C -0.2436 -4.9191 0.3076 0.78 -0.29 -0.97
C -2.4329 -4.7472 1.9841 -2.49 0.05 -0.51
O -2.4958 -5.3999 0.9630 -0.23 0.45 1.00
O -3.3456 -4.9333 2.9806 0.75 0.34 -0.77
C -4.4719 -5.8773 2.8034 -0.43 -0.33 0.22
C -4.0305 -7.3296 2.7981 0.48 -0.35 -0.07
C -5.2797 -5.5948 1.5558 0.00 0.31 -0.57
C -5.3310 -5.6330 4.0295 -0.14 0.49 0.49
C -2.3155 -0.4248 3.7506 -0.20 0.10 0.51
H -4.2515 -0.6997 1.9943 0.03 -0.10 -0.19
H -3.1898 -0.6814 0.5674 0.02 -0.14 0.18
H -3.6404 -2.2226 1.3189 -0.10 0.05 -0.14
H -0.9942 -2.1142 1.0175 0.03 1.17 -0.32
H 0.9217 -0.8354 1.8792 -0.76 -0.43 0.06
H 0.2336 -0.7181 3.4803 -0.35 -0.25 -0.03
H 3.0023 -3.3111 3.5602 -0.04 0.09 -0.15
H 2.9225 -1.5641 3.2753 -0.12 -0.21 0.20
H 2.7093 -2.7656 5.8342 0.31 0.11 0.09
H 1.9714 -1.2011 5.4220 0.09 -0.23 0.23
H 0.5709 -3.7372 6.0386 0.04 0.31 -0.03
H -0.1097 -2.1213 5.6940 0.06 -0.33 0.01
H 0.7412 -4.7978 -0.1514 -0.24 -0.04 -0.04
H -0.4062 -5.9860 0.4880 0.09 0.29 -0.09
H -1.0361 -4.5700 -0.3742 0.60 0.03 0.38
H -3.4837 -7.5813 3.7169 -0.01 0.09 -0.26
H -4.9200 -7.9820 2.7588 0.31 0.34 -0.02
H -3.4101 -7.5358 1.9167 -0.11 -0.06 0.30
H -5.6555 -4.5617 1.5692 0.13 -0.21 -0.10
H -4.6439 -5.7600 0.6762 -0.51 0.11 0.15
H -6.1518 -6.2690 1.5142 0.38 0.23 0.08
H -5.6735 -4.5921 4.0509 0.08 -0.13 0.01
H -6.2236 -6.2732 4.0483 0.32 0.05 -0.20
H -4.7621 -5.8122 4.9450 -0.01 0.01 -0.08
H -3.3179 -0.0034 3.8867 0.20 -0.08 -0.02
H -2.1576 -1.1442 4.5759 0.04 0.33 -0.15
H -1.6013 0.4102 3.8788 -0.15 -0.34 -0.11



(4)
86
Properties=species:S:1:pos:R:3:forces:R:3 method="wB97M-V/def2-TZVPD" total_charge=-1 mol_weight_g_mol=605.56 spin_multiplicity=1 homo_energy_ev=-5.8
N 3.3622 0.1694 1.1701 0.78 0.98 1.12
C 2.3336 0.8681 2.0315 -0.46 0.12 1.14
C 0.8266 0.9477 1.3918 0.14 0.34 0.29
C 0.7605 0.9169 -0.2455 -0.98 -0.19 0.44
C 0.0860 -0.5444 -0.6617 0.04 0.36 -0.62
C -1.5245 -0.3458 -0.9117 -0.62 0.82 -1.23
O -2.2666 0.6620 -0.1103 0.07 -1.45 -1.38
Al -3.8765 0.7313 -1.1548 2.61 -2.03 0.83
C -5.3313 1.4323 0.1099 -5.06 -4.17 1.40
O -6.3238 0.6319 0.5462 5.56 5.45 -2.09
N -5.2562 2.9171 0.4982 3.03 -0.45 3.03
C -4.4812 2.8933 1.8316 1.53 -6.19 3.01
O -4.1244 1.7202 2.4221 -2.57 8.98 -3.85
F -4.1181 4.1732 2.5369 -1.29 -3.48 -2.66
O -3.8028 -1.1380 -1.5402 1.57 0.68 0.31
C -2.5104 -1.6590 -0.9893 -1.14 -0.49 1.60
C -3.0516 -2.2916 0.4601 -1.02 0.66 -0.67
O -2.2281 -3.4320 0.9098 -0.77 1.95 -5.26
O -2.2839 -3.5904 2.2060 -0.91 -0.45 5.71
H 3.6245 0.7145 0.3199 -0.52 -0.42 1.00
H 4.2474 0.1758 1.7606 -1.44 -0.16 -1.08
H 2.2642 0.2341 3.0408 0.13 1.37 -2.15
H 2.6981 1.9398 2.3672 -0.77 -1.81 -0.73
H 0.3191 1.9460 1.7892 1.05 -2.17 -0.77
H 0.2030 0.0434 1.8181 1.19 1.91 -0.96
H 0.0592 1.8149 -0.5981 1.59 -2.36 0.76
H 1.7837 1.0725 -0.7913 -1.79 -0.43 1.24
H 0.3331 -1.4035 0.1057 -0.45 1.90 -1.35
H 0.5575 -0.8703 -1.7085 -1.19 0.57 2.20
H -1.5537 0.1588 -1.9879 0.17 -1.52 1.58
H -3.3825 1.6563 -2.3718 -0.69 0.13 -0.03
H -4.5485 3.3374 -0.1756 -1.11 -0.28 0.85
H -2.0668 -2.6426 -1.4875 -0.94 2.38 0.22
H -3.2105 -1.4654 1.2784 0.82 -1.55 -1.39
H -4.1396 -2.7134 0.2102 2.20 0.80 0.40
H -3.2295 -3.6277 2.5402 1.10 -0.06 -0.84
C -0.3487 4.0177 -2.8890 -0.46 -0.65 0.20
C -1.6221 4.8522 -2.9369 0.24 0.02 0.20
O -2.2691 4.7961 -1.6629 0.10 0.26 0.22
O -0.6632 2.6725 -2.5350 -0.24 0.65 -0.26
H 0.1592 4.0158 -3.8579 -0.05 -0.05 0.08
H 0.3369 4.4023 -2.1273 0.12 0.39 -0.04
H -2.3220 4.4429 -3.6722 0.10 0.00 0.21
H -1.4113 5.8964 -3.1862 0.09 0.00 -0.17
H -1.7162 5.2927 -1.0351 -0.31 -0.31 -0.26
H -1.3810 2.7305 -1.8734 0.21 -0.31 -0.29
C 6.4635 0.8935 -0.0168 -0.09 0.24 -0.46
C 7.7654 1.5146 -0.5064 -0.06 -0.06 0.54
O 7.6399 2.9390 -0.4952 -0.04 0.31 0.24
O 5.3823 1.3173 -0.8446 0.35 0.36 -0.27
H 6.5142 -0.1991 -0.0383 -0.08 0.14 -0.03
H 6.2390 1.2204 1.0034 0.27 -0.09 0.22
H 7.9679 1.2169 -1.5400 -0.07 0.10 0.15
H 8.6125 1.2244 0.1222 -0.15 -0.23 -0.15
H 7.6104 3.2198 0.4358 0.00 -0.12 -0.51
H 5.5673 2.2508 -1.0697 -0.15 -0.55 0.17
C 11.5744 0.6488 0.2528 -0.18 -0.46 -0.16
C 12.8573 -0.0485 -0.1810 -0.10 0.31 -0.17
O 12.7311 -0.4588 -1.5450 0.00 0.25 -0.14
O 10.4638 -0.2299 0.0848 0.41 -0.33 -0.18
H 11.6253 0.9529 1.3024 -0.06 -0.08 -0.11
H 11.3864 1.5320 -0.3659 0.27 0.24 0.03
H 13.0229 -0.9524 0.4136 -0.07 0.12 -0.15
H 13.7267 0.6084 -0.0832 -0.04 0.03 0.21
H 12.7348 0.3463 -2.0912 -0.01 -0.45 0.22
H 10.6398 -0.7298 -0.7372 -0.14 0.31 0.46
C -7.6638 -1.3950 -3.1265 0.11 -0.29 -0.23
C -7.1290 -2.6150 -2.3877 0.53 0.25 -0.03
O -5.9001 -3.0284 -2.9909 -0.29 0.07 -0.13
O -7.8514 -1.7066 -4.5054 0.11 -0.41 -0.11
H -8.6198 -1.0672 -2.7078 0.06 -0.03 -0.12
H -6.9489 -0.5678 -3.0746 0.03 0.02 0.36
H -7.8280 -3.4528 -2.4734 0.08 0.10 -0.06
H -6.9546 -2.4014 -1.3289 -0.17 0.13 0.02
H -5.2339 -2.3498 -2.7853 0.18 -0.11 0.28
H -7.1080 -2.2924 -4.7512 -0.36 0.40 0.25
C -6.4788 -5.0287 4.7733 0.48 -0.23 -0.22
C -5.5167 -3.8592 4.9371 -0.24 0.02 -0.13
O -4.8485 -3.6227 3.6952 -0.34 0.04 -0.21
O -5.7652 -6.1881 4.3487 0.33 0.28 -0.01
H -6.9887 -5.2557 5.7141 0.09 -0.03 -0.10
H -7.2274 -4.8087 4.0056 -0.18 0.30 0.11
H -4.7464 -4.0965 5.6776 -0.09 0.02 -0.19
H -6.0382 -2.9473 5.2429 -0.04 -0.09 0.13
H -5.5079 -3.2668 3.0747 0.36 -0.05 0.20
H -5.0803 -5.8687 3.7280 -0.43 -0.22 0.32



(5)
12
Properties=species:S:1:pos:R:3:forces:R:3 method="wB97M-V/def2-TZVPD" total_charge=-1 mol_weight_g_mol=201.43 e_above_lowest_kcal_mol=0.0 spin_multiplicity=1 homo_energy_ev=-4.7
C -1.0203 -3.2506 -2.2580 1.01 -1.25 2.21
C -0.4166 0.9800 0.9273 -1.99 -3.03 -1.15
C 0.8951 1.4640 1.1465 2.42 5.22 4.76
N 1.2981 2.3029 2.2060 -3.42 -3.98 -3.35
O -0.4320 -3.5512 -1.2652 -0.62 0.87 -1.33
O -1.6809 -3.4013 -3.1971 -0.52 0.02 -0.95
Cl 2.9528 2.6301 2.3019 0.65 0.12 -0.52
Br -0.7244 -0.6427 -2.4721 0.13 0.41 0.18
H -1.2743 1.4152 1.3859 -0.20 0.31 1.01
H -0.7204 0.8103 -0.1161 0.66 1.14 -0.60
H -0.4528 -0.1655 0.9745 0.29 1.10 1.05
H 1.5756 1.4087 0.3664 1.59 -0.94 -1.32



(6)
10
Properties=species:S:1:pos:R:3:forces:R:3 method="wB97M-V/def2-TZVPD" mol_weight_g_mol=88.05 e_above_lowest_kcal_mol=111.2 spin_multiplicity=1 homo_energy_ev=-8.2
P -1.2624 -0.3620 -0.8802 -0.15 -1.25 -0.58
N 0.0327 -1.2559 -0.7053 1.02 2.50 2.57
C 0.9578 -0.3178 0.2117 4.09 -2.31 0.52
C 1.1629 0.7485 1.4044 -2.49 -2.03 -3.72
N 1.1706 1.1702 0.1921 0.16 -0.46 1.16
H -1.7707 0.1059 0.3380 -0.72 0.10 -0.02
H -2.2785 -1.0831 -1.6604 0.78 0.88 0.89
H -1.0274 0.8204 -1.5489 -0.43 0.68 -0.43
H 1.9860 -0.9245 0.2417 -2.41 1.38 -0.66
H 1.0288 1.0983 2.4069 0.16 0.51 0.27



What did the fifth record say?
12
Properties=species:S:1:pos:R:3:forces:R:3 method="wB97M-V/def2-TZVPD" total_charge=-1 mol_weight_g_mol=201.43 e_above_lowest_kcal_mol=0.0 spin_multiplicity=1 homo_energy_ev=-4.7
C -1.0203 -3.2506 -2.2580 1.01 -1.25 2.21
C -0.4166 0.9800 0.9273 -1.99 -3.03 -1.15
C 0.8951 1.4640 1.1465 2.42 5.22 4.76
N 1.2981 2.3029 2.2060 -3.42 -3.98 -3.35
O -0.4320 -3.5512 -1.2652 -0.62 0.87 -1.33
O -1.6809 -3.4013 -3.1971 -0.52 0.02 -0.95
Cl 2.9528 2.6301 2.3019 0.65 0.12 -0.52
Br -0.7244 -0.6427 -2.4721 0.13 0.41 0.18
H -1.2743 1.4152 1.3859 -0.20 0.31 1.01
H -0.7204 0.8103 -0.1161 0.66 1.14 -0.60
H -0.4528 -0.1655 0.9745 0.29 1.10 1.05
H 1.5756 1.4087 0.3664 1.59 -0.94 -1.32